No. 1
The molecule C19H31N3O, computed with wB97M-V/def2-TZVPD.

Net charge ... 0
LUMO energy ... 0.815 eV
SMILES ... CCN(CC)C(=O)[C@H]1CCCN(Cc2ccc(N(C)C)cc2)C1
Energy above the lowest of the compared OMol25 structures with the same formula, charge and spin ... 28.58 kJ/mol

Atoms and positions in Å:
C 5.66348 1.63889 1.05582
C 4.31813 2.03866 0.45647
N 3.59818 0.88173 -0.05765
C 3.82379 0.56751 -1.45049
C 3.09285 1.52445 -2.39596
C 2.83613 0.19268 0.83120
O 2.70660 0.59391 1.97463
C 2.14746 -1.08770 0.37238
C 1.83503 -1.96933 1.58246
C 1.07265 -3.20449 1.12186
C -0.18274 -2.79246 0.35892
N 0.18942 -1.97660 -0.78122
C -0.90753 -1.74437 -1.71596
C -2.05420 -0.93918 -1.15919
C -2.06796 0.44729 -1.23939
C -3.07946 1.19582 -0.67343
C -4.14125 0.58407 0.00593
N -5.17699 1.32332 0.53716
C -6.12968 0.68076 1.40995
C -5.03991 2.75599 0.64461
C -4.12549 -0.81497 0.08105
C -3.10690 -1.55011 -0.49028
C 0.83435 -0.75372 -0.34608
H 5.50300 0.95634 1.88588
H 6.28987 1.14791 0.31363
H 6.18363 2.51959 1.42267
H 3.69950 2.49512 1.23202
H 4.46022 2.75460 -0.35413
H 3.49876 -0.45044 -1.65857
H 4.90066 0.62316 -1.64680
H 2.03044 1.54922 -2.16820
H 3.22301 1.19297 -3.42288
H 3.47969 2.53676 -2.31188
H 2.78766 -1.65651 -0.30666
H 1.23595 -1.39593 2.29159
H 2.76203 -2.25283 2.08427
H 0.79372 -3.81930 1.97923
H 1.70639 -3.80115 0.46249
H -0.69887 -3.68207 -0.01182
H -0.86479 -2.25517 1.04127
H -1.26392 -2.72734 -2.03824
H -0.48269 -1.23315 -2.58598
H -1.27117 0.95961 -1.76147
H -3.03320 2.26826 -0.76768
H -5.65453 0.23942 2.29507
H -6.66425 -0.10499 0.87215
H -6.86304 1.41175 1.74330
H -4.17026 3.04803 1.24636
H -4.94370 3.20208 -0.34756
H -5.93243 3.16979 1.10872
H -4.91349 -1.34635 0.58893
H -3.13647 -2.62847 -0.41548
H 1.03443 -0.14727 -1.23145
H 0.19790 -0.16581 0.33843

No. 2
A structure of composition C45H42AsN2O3RbS2 in a non-equilibrium geometry, computed with wB97M-V/def2-TZVPD.

Net charge ... -2
LUMO energy ... 3.412 eV
Energy above the lowest of the compared OMol25 structures with the same formula, charge and spin ... 151.25 kJ/mol

Atoms and positions in Å:
Rb -0.99581 0.55662 0.33669
C 1.95236 -2.58977 -1.31671
C 2.13356 -1.78049 -2.43092
C 2.85367 -0.59640 -2.31386
C 3.38016 -0.22091 -1.08429
C 3.18370 -1.02655 0.03133
C 2.47199 -2.21189 -0.08537
H 1.39160 -3.51007 -1.40252
H 1.69729 -2.06456 -3.38170
H 2.99058 0.03919 -3.18226
H 3.93023 0.70851 -0.98774
H 3.56982 -0.71827 0.99546
H 2.29810 -2.82931 0.78637
C 2.15737 3.00878 -1.52946
O 1.58903 2.59734 -0.30818
C 1.75340 3.43587 0.76070
C 2.23293 4.73449 0.61354
C 2.40481 5.56198 1.71667
C 2.09911 5.08123 2.97744
C 1.61673 3.78909 3.12252
C 1.42048 2.93983 2.03608
N 0.92641 1.60917 2.12908
N 0.69100 1.29815 3.33008
C 0.30046 0.06542 3.73264
C 0.12408 -1.11569 2.90604
O 0.18326 -1.13098 1.67262
C -0.12883 -2.38073 3.60862
C -0.23991 -2.46335 4.93697
C -0.12744 -1.29685 5.78007
C -0.27512 -1.40402 7.16979
C -0.19284 -0.30014 7.98544
C 0.03347 0.95192 7.39881
C 0.18300 1.07447 6.03753
C 0.12033 -0.04692 5.18116
H 3.21472 3.26664 -1.41163
H 1.62970 3.86767 -1.95589
H 2.07017 2.16038 -2.20396
H 2.46463 5.12141 -0.36624
H 2.77415 6.57017 1.57616
H 2.23259 5.70778 3.85130
H 1.37576 3.39916 4.10146
H -0.24494 -3.25114 2.97275
H -0.43800 -3.42228 5.40634
H -0.46378 -2.38456 7.59517
H -0.31271 -0.39375 9.05749
H 0.07983 1.83744 8.02229
H 0.33948 2.04683 5.59362
C -2.75076 -7.47528 0.27265
C -3.63827 -6.45440 0.58840
C -3.28331 -5.12227 0.39268
C -2.03701 -4.79695 -0.12669
C -1.14897 -5.82677 -0.43529
C -1.49776 -7.15715 -0.24191
As -1.49698 -2.92733 -0.51559
C -1.95475 -3.11022 -2.40147
C -1.16089 -3.57893 -3.42117
C -1.64206 -3.66286 -4.73852
C -2.96980 -3.27487 -4.97237
C -3.79341 -2.80647 -3.96498
C -3.31498 -2.67895 -2.62091
C -3.98688 -2.15611 -1.51300
C -5.35608 -1.69664 -1.42650
C -5.84802 -1.14714 -0.29884
C -5.00623 -0.86377 0.92008
C -3.70733 -1.60203 0.87088
C -3.22956 -2.11052 -0.28132
H -3.03230 -8.51150 0.42264
H -4.62012 -6.69374 0.98179
H -3.97996 -4.32484 0.63233
H -0.17181 -5.58728 -0.84514
H -0.79659 -7.94498 -0.49578
H -0.14064 -3.89365 -3.21277
H -1.01575 -4.03467 -5.54013
H -3.36639 -3.34148 -5.98155
H -4.81354 -2.51915 -4.19767
H -6.00100 -1.78478 -2.29886
H -6.87165 -0.79022 -0.26966
H -5.55127 -1.09848 1.83437
H -3.10943 -1.59625 1.77790
C 0.82195 2.03791 -5.25532
C -0.25917 2.40543 -4.24762
S -0.38687 1.17730 -2.92194
O -1.19271 1.83336 -1.84452
C -1.50758 0.03296 -3.78056
C -2.94265 0.54173 -3.81096
H 0.85859 2.76496 -6.06874
H 0.63791 1.05602 -5.69709
H 1.80702 2.00937 -4.78327
H -1.24529 2.49724 -4.70125
H -0.03443 3.33163 -3.71731
H -1.44186 -0.90638 -3.22780
H -1.07968 -0.14123 -4.77140
H -3.23076 0.95371 -2.84306
H -3.60046 -0.30193 -4.01818
H -3.09848 1.30494 -4.57774
S -4.58116 0.95766 1.06096

No. 3
The ion C4H7N2S with charge +1 in a non-equilibrium geometry, computed with wB97M-V/def2-TZVPD.

Net charge ... +1
LUMO energy ... -3.665 eV
Energy above the lowest of the compared OMol25 structures with the same formula, charge and spin ... 56.68 kJ/mol

Atoms and positions in Å:
C -0.68842 -0.60032 -1.33412
C -0.28387 -1.90305 -1.24205
C 0.69936 -0.49925 0.51529
C -0.64687 1.48740 0.11444
N -0.18908 0.22780 -0.28416
N 1.41231 0.13706 1.45876
S 0.98109 -2.08317 -0.05486
H -1.45881 -0.20583 -1.95920
H -0.57894 -2.82297 -1.70211
H -1.16951 2.03895 -0.78212
H -1.36011 1.32265 0.84219
H 0.17572 2.17737 0.61512
H 1.03142 1.08292 1.75455
H 2.07572 -0.35957 2.05827

No. 4
The molecule C4H5NO in a non-equilibrium geometry, computed with wB97M-V/def2-TZVPD.

Net charge ... 0
LUMO energy ... 0.904 eV
SMILES ... Cc1cnoc1
Energy above the lowest of the compared OMol25 structures with the same formula, charge and spin ... 308.62 kJ/mol

Atoms and positions in Å:
C 1.48448 0.27437 -0.09693
C 0.05995 0.11011 0.27447
C -0.83766 -0.54227 1.15842
N -1.95812 -0.83617 0.54485
O -1.88433 -0.29795 -0.71665
C -0.72499 0.34192 -0.81480
H 2.16855 0.77047 0.61769
H 1.95153 -0.64984 -0.42563
H 1.17700 0.57791 -1.16519
H -0.76249 -0.78936 2.21137
H -0.68221 1.22069 -1.44628